Record 1
DFT (the ωB97M-V functional and the def2-TZVPD basis) results for a cluster of 13 separate species, C60H86F6O15S4 in total.

XYZ file:
```
171
Properties=species:S:1:pos:R:3:forces:R:3:mulliken_charge:R:1
C 3.19254 0.01201 4.94920 0.9 -0.1 -0.9 -0.65
C 3.54177 -0.44997 3.50783 0.3 0.5 -0.1 -0.35
C 2.21155 -0.19137 2.78173 0.5 0.4 0.2 1.20
O 1.23536 -0.56441 3.76576 -0.5 -1.0 -1.8 -0.13
C 1.71499 -0.23963 5.02831 -0.4 1.5 1.3 -0.21
H 3.44955 1.06888 5.02036 -0.1 0.0 0.2 0.24
H 3.73782 -0.54317 5.71245 0.1 0.1 -0.1 0.44
H 3.92053 -1.47155 3.47566 -0.3 0.0 -0.1 0.04
H 4.33638 0.20980 3.15939 0.0 -0.2 -0.4 0.31
H 1.96415 -0.53472 1.77724 0.2 -1.6 0.4 -0.01
H 2.17789 0.85288 2.47107 -0.1 0.9 1.1 -1.02
H 1.55006 -0.96159 5.82811 -0.6 -0.5 -0.5 0.27
H 1.16605 0.66202 5.29994 0.1 0.2 0.5 -0.16
C -2.63324 -3.21438 -2.76214 -0.1 0.3 -0.6 0.56
C -3.85818 -2.28468 -2.70021 0.8 0.1 0.5 0.11
C -4.39078 -2.43597 -4.10654 -0.3 0.6 -0.4 -0.24
O -4.09320 -3.74568 -4.52206 -0.3 -1.2 -0.3 -0.48
C -3.09776 -4.34333 -3.71465 0.4 0.6 1.2 -0.52
H -2.22740 -3.46231 -1.78137 -0.1 -0.4 -0.1 0.56
H -1.86071 -2.67901 -3.31412 0.2 0.2 0.1 -0.80
H -3.52922 -1.28285 -2.42413 0.0 0.3 -0.4 -0.31
H -4.53822 -2.53809 -1.88693 -0.3 -0.5 -0.3 0.34
H -3.89976 -1.79859 -4.84190 0.2 0.6 0.3 -0.03
H -5.45739 -2.24612 -4.22657 -0.1 -0.2 0.2 0.39
H -2.27111 -4.69330 -4.33292 -0.1 -0.1 0.0 0.21
H -3.50019 -5.15645 -3.11051 -0.2 -0.3 -0.3 0.31
C -0.65369 0.71558 -0.54180 0.5 -0.6 0.9 2.21
C -1.61468 0.42447 0.58748 -2.1 -0.2 1.4 0.10
C -1.24172 -0.96640 1.22346 -0.7 1.8 -2.0 -0.46
O -0.31188 -1.43116 0.26114 1.6 -1.5 -0.4 -0.33
C -0.27192 -0.71176 -0.99461 -0.6 1.2 1.4 1.71
H 0.20907 1.11591 -0.00938 0.4 0.2 -0.4 -0.97
H -0.97240 1.44936 -1.28214 -0.1 -0.2 -0.1 -0.51
H -2.65921 0.34236 0.28698 -0.1 0.0 -0.6 -0.14
H -1.71051 1.19496 1.35251 0.6 0.3 0.0 0.07
H -2.12158 -1.60971 1.21348 -0.1 -0.2 0.1 0.26
H -0.89512 -0.89280 2.25426 0.8 -0.1 -0.3 -0.18
H -0.98223 -1.11617 -1.71573 -0.2 -0.2 -0.1 -1.21
H 0.73216 -0.73084 -1.41836 0.1 -0.3 0.2 -0.54
O -2.38578 -4.99183 7.81038 2.5 -0.4 -2.3 -0.58
S -1.40121 -5.34072 6.76432 0.0 0.0 0.2 1.08
O -1.84153 -5.91165 5.50103 0.4 0.4 1.5 -0.57
O -0.47411 -4.00019 6.36445 -2.3 -1.5 3.2 -0.41
C 0.09900 -3.84466 5.11497 -0.9 -0.1 -2.6 -0.25
C -0.93002 -3.45978 3.95585 1.4 0.1 0.5 -0.02
C -0.10553 -6.46628 7.57011 -0.6 0.9 -0.6 -0.88
H 0.60016 -4.76786 4.82405 0.3 0.0 -0.1 0.35
H 0.83279 -3.05955 5.29734 -0.1 0.1 -0.4 0.10
H -1.42904 -4.29468 3.46388 0.0 -0.2 0.6 0.52
H -0.32127 -3.00467 3.17457 0.0 0.2 0.0 -0.49
H -1.66930 -2.72170 4.26697 0.1 -0.1 0.2 0.40
H -0.54814 -7.43878 7.78559 -0.4 0.4 0.2 0.35
H 0.24180 -5.93004 8.45324 -0.3 -0.2 0.0 0.32
H 0.75362 -6.67596 6.93292 -0.2 0.5 -0.4 0.31
O -3.58474 4.26604 2.44473 0.2 -0.1 -0.4 -0.48
S -4.28145 4.61399 1.25186 -2.3 -1.4 -2.3 1.15
O -3.84986 5.65795 0.34926 0.0 -0.9 0.9 -0.63
O -4.49771 3.17659 0.35729 1.9 1.2 2.7 -0.08
C -5.02132 3.25130 -0.94410 -0.1 -0.3 -0.9 -0.50
C -4.77289 1.93642 -1.72539 -0.5 0.3 0.9 -0.80
C -6.02459 4.89971 1.66593 0.1 0.6 0.2 -1.22
H -4.55928 4.11222 -1.42724 -0.4 0.0 -0.3 0.42
H -6.09414 3.34803 -0.77733 -0.2 0.3 -0.7 0.30
H -5.14873 1.12648 -1.10022 0.1 -0.2 0.1 0.43
H -3.73805 1.72593 -1.99540 -0.1 0.3 0.1 -0.26
H -5.40629 1.92271 -2.61236 0.2 0.2 -0.1 0.51
H -6.56455 5.44722 0.89342 0.5 0.0 -0.2 0.39
H -5.98650 5.53998 2.54723 -0.1 -0.1 0.1 0.45
H -6.60479 4.00167 1.87806 0.6 -0.2 0.1 0.33
O -0.70190 3.01245 6.24702 2.9 0.8 0.0 -0.54
S 0.69922 3.47238 6.30643 0.1 1.4 -0.9 1.08
O 1.72356 2.77443 7.07663 -1.6 0.7 -1.5 -0.56
O 1.33324 3.74406 4.73692 -0.4 -1.4 3.0 -0.28
C 0.45383 4.20646 3.72745 0.0 0.0 -1.0 -1.01
C 0.51905 3.20225 2.60380 0.0 -1.1 0.0 0.14
C 0.83876 5.27968 6.74863 -0.9 -1.6 0.6 -1.00
H 0.87155 5.15685 3.39526 -0.2 0.2 0.0 0.26
H -0.57480 4.34242 4.06142 0.0 0.0 0.2 0.58
H 0.26369 2.20595 2.96473 -0.6 0.0 0.3 0.09
H 1.54166 3.00521 2.28201 0.1 0.7 -0.2 0.19
H -0.13890 3.42378 1.76348 0.2 0.2 0.0 -0.05
H 0.54979 5.34398 7.79766 0.3 0.0 0.1 0.43
H 0.08253 5.84770 6.20680 0.4 -0.1 -0.4 0.32
H 1.88550 5.53892 6.58982 -0.3 0.1 -0.1 0.30
O 1.80635 0.51070 -3.88958 1.7 0.3 -1.5 -0.20
S 2.81795 0.90363 -4.86253 1.4 -0.7 -1.0 1.08
O 3.14767 2.30814 -5.04214 -0.6 -1.5 0.1 -0.68
O 4.23541 0.11464 -4.44740 -1.3 -0.1 0.1 -0.06
C 5.43359 0.38670 -5.20084 0.4 1.5 -0.8 -0.43
C 6.72521 -0.20215 -4.65619 -0.8 -0.4 1.6 -1.08
C 2.53301 0.07288 -6.58488 -0.2 0.2 1.7 -0.94
H 5.48051 1.47503 -5.23890 0.4 0.1 0.0 0.47
H 5.38530 0.06322 -6.24061 -0.7 -0.3 -0.1 0.29
H 6.58102 -1.26375 -4.45539 0.2 -0.3 -0.5 0.23
H 6.95287 0.16696 -3.65618 0.0 0.5 -0.1 0.19
H 7.59497 -0.01345 -5.28549 -0.4 -0.1 -0.2 0.42
H 3.15595 0.49842 -7.37163 -0.2 0.5 0.4 0.46
H 1.45675 0.14813 -6.74014 0.1 0.3 -0.2 0.22
H 2.77581 -0.98776 -6.52016 0.0 0.1 0.5 0.18
F 5.70687 2.94174 1.73041 0.1 -0.3 -0.4 -0.36
C 5.48727 2.07342 0.70731 0.7 -0.3 -0.3 0.07
C 6.58052 1.39810 0.12074 -0.6 -0.6 0.3 -0.74
C 6.32040 0.42129 -0.85228 -0.3 1.4 0.6 -1.16
C 5.01934 0.30341 -1.31081 0.4 -1.6 -1.2 -0.40
C 3.96640 0.97901 -0.79500 -0.2 0.9 2.0 0.00
C 4.19482 1.85160 0.29454 -0.5 -0.3 -0.9 0.12
H 7.58476 1.53010 0.49555 0.0 0.2 0.1 0.41
H 7.08835 -0.21763 -1.26268 0.2 0.2 0.1 0.58
H 4.80508 -0.41606 -2.08724 0.1 -0.1 -0.1 0.48
H 2.95037 0.72844 -1.06203 -0.1 0.2 -0.3 0.47
H 3.34023 2.33887 0.74023 0.2 0.2 0.2 0.44
F 1.87377 4.04173 0.02161 0.8 0.4 1.0 -0.32
C 0.98676 4.04530 -0.95299 -0.5 -1.5 -1.7 -0.06
C -0.26271 4.57346 -0.78009 -0.7 0.6 0.7 -0.36
C -1.21477 4.56875 -1.79969 0.6 0.2 0.8 -0.58
C -0.86718 4.02922 -3.00677 -0.5 -1.1 -0.5 -0.70
C 0.32456 3.32232 -3.13685 1.0 1.4 0.0 -0.55
C 1.28704 3.34512 -2.11787 -0.7 0.2 -0.8 -0.20
H -0.52269 4.98239 0.18510 0.0 0.2 0.1 0.63
H -2.18269 5.00679 -1.60566 0.0 0.1 -0.1 0.54
H -1.60216 4.02344 -3.79809 0.1 0.1 -0.2 0.51
H 0.66656 3.03156 -4.11914 -0.3 -0.6 0.0 0.42
H 2.22167 2.84702 -2.32943 0.2 0.1 0.4 0.68
F -3.53859 2.62747 -4.39195 0.2 0.0 0.2 -0.33
C -2.81731 1.69815 -5.03986 0.0 -1.1 -2.1 -0.01
C -2.94579 1.63489 -6.45394 -0.4 0.8 1.6 -0.82
C -2.25777 0.70414 -7.18087 0.1 0.0 -0.8 -0.81
C -1.49913 -0.27063 -6.56344 0.3 0.2 1.1 -0.80
C -1.40478 -0.23240 -5.17896 -0.1 0.3 0.5 -0.16
C -2.04702 0.75124 -4.39151 -0.3 0.0 -0.5 1.62
H -3.63747 2.31138 -6.93388 0.1 0.2 -0.1 0.47
H -2.29948 0.77992 -8.25740 -0.2 -0.2 -0.1 0.37
H -0.96334 -1.05056 -7.08406 -0.1 0.0 -0.3 0.63
H -0.80001 -0.99339 -4.70827 0.0 0.1 0.3 -0.12
H -2.04633 0.77188 -3.31170 0.4 -0.2 0.1 -0.18
F -0.32517 -3.25653 -5.22585 -1.1 -0.1 0.0 -0.30
C 0.95582 -3.15805 -4.92864 2.6 0.1 -0.1 0.45
C 1.39417 -2.73598 -3.67763 0.1 0.4 0.4 0.58
C 2.76235 -2.53796 -3.41796 0.1 -0.7 -2.0 -0.50
C 3.66272 -2.88248 -4.44139 -0.4 -0.3 0.4 -0.72
C 3.24143 -3.42997 -5.66803 0.5 1.0 1.7 -1.00
C 1.88776 -3.47946 -5.92925 -0.4 -0.5 -0.1 -0.57
H 0.68394 -2.48395 -2.90403 -0.3 -0.1 0.0 0.29
H 3.18106 -2.10524 -2.52139 -0.5 0.0 0.3 0.57
H 4.71942 -2.74664 -4.26441 0.1 -0.1 0.0 0.41
H 4.05298 -3.73265 -6.31314 -0.4 -0.1 -0.6 0.40
H 1.55818 -3.83217 -6.89536 -0.3 0.0 0.0 0.44
F 5.52483 -5.39727 0.55698 0.9 -0.6 -0.8 -0.34
C 4.43693 -4.72349 0.85985 -2.1 1.3 1.3 0.40
C 3.61229 -4.09974 -0.09110 0.8 -1.2 0.4 -0.70
C 2.48285 -3.45130 0.35475 -0.4 0.6 0.2 -0.38
C 2.19295 -3.27270 1.70547 0.3 -0.4 -0.7 0.29
C 3.06896 -3.80789 2.63923 -0.5 0.1 -0.3 -0.19
C 4.13597 -4.59733 2.22938 0.7 0.7 -0.6 -0.84
H 3.78737 -4.19645 -1.15242 0.2 0.0 -0.1 0.56
H 1.83537 -3.00481 -0.38540 -0.2 0.0 0.0 0.28
H 1.30389 -2.73057 1.99195 0.2 0.1 0.0 -0.17
H 2.87902 -3.51176 3.66033 0.3 -0.5 0.3 0.46
H 4.88332 -4.93246 2.93334 -0.1 -0.3 0.1 0.37
F -7.35998 2.32132 5.75401 0.2 -0.1 -0.2 -0.30
C -6.71141 1.60242 4.82034 2.0 -0.8 -1.7 0.03
C -7.02737 0.24944 4.61399 -1.2 0.8 0.4 -0.30
C -6.43686 -0.51480 3.62410 0.6 1.2 -0.1 -0.73
C -5.39985 0.08634 2.90666 -0.2 -0.9 -0.8 -0.43
C -5.01125 1.39581 3.06326 -0.2 -0.2 1.9 0.26
C -5.64295 2.16455 4.06202 -0.9 -0.3 0.4 -0.45
H -7.85668 -0.14784 5.18041 0.0 -0.1 0.2 0.37
H -6.79201 -1.50664 3.38636 0.1 -0.1 0.2 0.41
H -4.85843 -0.47108 2.15663 -0.1 -0.3 -0.1 0.42
H -4.08310 1.67291 2.58562 -0.3 0.6 -0.1 0.19
H -5.29827 3.16533 4.27656 -0.1 0.1 0.0 0.57
```
Positions in Å, forces in eV/Å.

Summary:
- HOMO-LUMO gap (eV) = 9.1
- DFT total energy (eV) = -153966.439

Record 2
DFT (the ωB97M-V functional and the def2-TZVPD basis) results for a cluster of 10 separate species, C25H36F2N11O2PS2 in total.

XYZ file:
```
79
Properties=species:S:1:pos:R:3:forces:R:3:mulliken_charge:R:1
C -2.98597 2.21077 0.63835 -0.4 -0.1 -0.9 -0.96
C -1.49683 2.18408 0.13041 -0.7 0.9 0.7 -0.78
C -0.53710 1.25322 0.94109 0.9 1.6 -1.1 -0.01
F -0.86445 1.26397 2.31033 0.0 -0.7 -1.2 -0.38
C -0.39627 -0.22199 0.38676 -1.3 -1.3 2.2 0.52
C -1.81545 -0.81912 0.23548 1.4 1.0 -0.1 -0.33
N -2.92770 -1.10769 0.19006 0.5 -0.1 0.1 -0.52
C 0.31562 -1.11813 1.49869 0.9 1.0 -0.3 0.05
C 1.59732 -0.45205 2.02252 -1.4 -0.6 -0.6 -0.33
N 2.47856 0.14807 2.45243 -0.3 -0.2 -0.2 -0.41
P 0.59972 -2.92007 1.02902 0.6 -1.7 2.1 0.60
S 0.95167 -3.91150 2.68683 -0.1 0.3 -0.2 -0.44
S 0.37955 -0.30266 -1.28702 -1.4 2.1 -4.7 1.45
O 0.63607 1.00945 -1.83751 1.0 -0.8 2.1 -0.61
O -0.55851 -0.97553 -2.16065 1.3 -1.2 1.8 -0.68
F 1.79286 -1.08404 -1.26345 -1.8 0.7 0.8 -0.06
H -3.11784 1.99300 1.71824 0.3 0.2 -0.8 0.12
H -3.54442 1.45848 0.02198 0.3 0.6 0.8 0.34
H -3.48431 3.19770 0.39920 1.0 -1.2 0.4 0.28
H -1.08438 3.22244 0.23416 -0.2 -1.0 -0.1 0.50
H -1.52268 1.97777 -0.96411 0.4 -0.1 0.9 0.25
H 0.48103 1.72235 0.89084 -0.7 -0.7 0.0 0.55
H -0.38018 -1.13821 2.37715 0.5 -0.2 -0.8 0.66
H -0.57813 -3.48818 0.46465 0.3 1.0 -0.4 -0.10
H 1.71860 -3.13395 0.18404 -0.6 0.8 -0.3 0.04
C 5.66944 -1.15884 -1.42583 1.0 2.2 2.8 -0.63
C 4.77668 -1.56781 -0.32583 0.2 0.1 -0.2 0.38
N 4.07820 -1.88854 0.53081 0.1 -0.1 -0.3 -0.43
H 5.09345 -0.71709 -2.22021 0.1 0.3 0.2 0.22
H 6.39016 -0.41706 -1.05367 -0.3 0.1 0.4 0.38
H 6.20897 -2.00443 -1.78710 0.6 0.2 0.5 0.24
C -2.01369 -6.60896 -0.81154 -0.1 0.4 0.3 -0.80
C -2.23145 -5.47718 0.11261 0.0 -0.3 -0.2 0.49
N -2.40071 -4.59686 0.83323 0.0 -0.3 -0.3 -0.43
H -0.95459 -6.68961 -1.05391 0.0 0.0 0.0 0.27
H -2.34372 -7.53595 -0.34462 0.0 0.1 0.0 0.29
H -2.57872 -6.45083 -1.72927 0.0 0.0 0.1 0.27
C -6.81849 3.81674 1.18322 0.3 -0.1 -0.4 -0.57
C -5.93677 3.75384 -0.00022 -0.3 0.1 0.2 0.46
N -5.24808 3.70657 -0.91989 -0.4 0.1 0.1 -0.45
H -7.82592 3.50487 0.91171 0.0 0.1 0.0 0.08
H -6.43845 3.15699 1.96301 0.1 0.0 0.0 0.24
H -6.85361 4.83574 1.56543 0.0 0.0 0.0 0.27
C -2.47549 1.96386 5.86261 -0.1 0.3 -0.4 -0.77
C -2.91853 2.81378 4.73801 0.1 -0.2 0.2 0.43
N -3.26196 3.47338 3.86131 0.0 -0.2 0.3 -0.42
H -1.74394 2.50046 6.46545 0.0 0.0 -0.1 0.28
H -3.32881 1.70209 6.48690 0.0 0.0 0.0 0.30
H -2.02072 1.05122 5.47915 0.0 0.1 0.0 0.23
C 3.67589 3.32597 3.72055 -0.5 0.4 0.8 -0.31
C 3.44369 4.45588 4.64727 0.0 -0.3 -0.2 0.26
N 3.26317 5.33415 5.36837 0.1 -0.2 -0.2 -0.40
H 4.72575 3.25590 3.48357 -0.1 0.0 0.1 -0.09
H 3.35313 2.39411 4.18450 0.0 0.0 0.0 0.29
H 3.11366 3.47828 2.80147 0.1 0.0 0.0 0.21
C 8.07349 3.21561 2.51359 -0.5 0.0 -0.1 -0.82
C 6.68476 3.11540 2.01858 0.4 0.0 -0.1 0.44
N 5.60365 3.03727 1.63334 0.7 0.0 -0.3 -0.43
H 8.70798 3.65814 1.74682 -0.1 0.0 0.0 0.30
H 8.10404 3.84031 3.40569 0.0 0.0 0.0 0.29
H 8.45048 2.22380 2.75981 0.0 0.0 0.0 0.27
C -11.06188 2.58577 -0.79886 0.1 0.4 0.3 -0.76
C -10.71320 3.70744 0.09864 -0.1 -0.2 -0.2 0.35
N -10.44152 4.58013 0.79643 0.0 -0.3 -0.2 -0.38
H -10.91613 2.88359 -1.83636 0.0 0.0 0.1 0.26
H -10.42712 1.72745 -0.58212 0.0 0.0 0.0 0.27
H -12.10380 2.30466 -0.65162 0.0 0.0 0.0 0.28
C 4.44216 -4.55680 -4.61373 0.2 0.5 0.5 -0.72
C 4.80272 -3.41889 -3.74086 -0.1 -0.2 0.0 0.28
N 5.08418 -2.52992 -3.05844 -1.9 -3.2 -3.7 -0.38
H 4.57716 -4.28053 -5.65457 0.0 0.0 0.1 0.02
H 5.07669 -5.41286 -4.38871 0.0 0.0 0.0 0.29
H 3.40129 -4.83297 -4.45083 0.0 0.0 0.0 0.31
C 3.29357 -3.98660 -8.79067 0.1 -0.4 0.3 -0.80
C 3.70711 -5.12425 -7.94207 -0.1 0.1 -0.3 0.42
N 4.02894 -6.00935 -7.28190 -0.1 0.3 -0.3 -0.42
H 2.60903 -4.33231 -9.56404 0.0 0.0 0.0 0.31
H 2.79307 -3.23387 -8.18239 0.0 0.0 0.0 0.27
H 4.16799 -3.54007 -9.26228 0.0 0.0 0.0 0.27
```
Positions in Å, forces in eV/Å.

Summary:
- HOMO-LUMO gap (eV) = 8.1
- SMILES string = CC[C@@H](F)[C@](C#N)([C@H](C#N)[PH2]=S)S(=O)(=O)F.CC#N.CC#N.CC#N.CC#N.CC#N.CC#N.CC#N.CC#N.CC#N
- DFT total energy (eV) = -83381.462